{"formula": "C23H24FN3O2", "method": "ωB97M-V/def2-TZVPD", "e_homo_ev": -8.11, "e_above_lowest_kj_mol": 218.9, "smiles": "COc1ccc(F)cc1C(=O)[C@H]1CCCN(Cc2cccn2-c2ccccn2)C1", "species": ["F", "O", "O", "N", "N", "N", "C", "C", "C", "C", "C", "C", "C", "C", "C", "C", "C", "C", "C", "C", "C", "C", "C", "C", "C", "C", "C", "C", "C", "H", "H", "H", "H", "H", "H", "H", "H", "H", "H", "H", "H", "H", "H", "H", "H", "H", "H", "H", "H", "H", "H", "H", "H"], "xyz": [[6.227, -2.158, 1.086], [2.934, 1.651, -1.057], [1.829, -1.667, -1.835], [-1.298, 0.729, -0.165], [-2.683, -1.463, -1.434], [-4.010, -0.210, 0.003], [3.799, 0.758, -0.506], [5.432, -1.202, 0.561], [-5.647, 1.106, 0.719], [-1.716, -3.535, -0.764], [5.901, 0.093, 0.469], [-3.248, -1.353, -0.240], [-0.200, 0.503, 1.991], [0.786, -0.492, -0.049], [-3.664, 1.075, -0.333], [-4.654, 1.908, 0.111], [1.971, -0.960, -0.868], [-0.071, 0.478, -0.882], [4.164, -1.543, 0.126], [-1.044, 1.402, 1.091], [-1.933, -2.520, -1.682], [3.335, -0.563, -0.393], [5.083, 1.069, -0.074], [-2.340, 1.367, -0.954], [-5.214, -0.185, 0.652], [3.367, 2.975, -1.267], [-3.112, -2.327, 0.751], [1.112, 0.147, 1.296], [-2.330, -3.433, 0.476], [-0.761, -0.410, 2.198], [2.531, 3.483, -1.747], [-1.485, -2.552, -2.666], [-0.519, 2.364, 0.934], [-2.305, 0.940, -1.959], [5.462, 2.076, -0.153], [1.695, 1.057, 1.144], [-5.686, -1.091, 0.978], [-0.005, 1.009, 2.938], [0.506, 1.399, -1.071], [0.164, -1.380, 0.118], [-6.564, 1.450, 1.155], [-0.311, 0.010, -1.839], [-2.004, 1.613, 1.568], [-1.087, -4.375, -1.010], [-2.191, -4.201, 1.224], [3.600, 3.477, -0.322], [-4.673, 2.975, 0.011], [-2.206, 2.460, -1.030], [6.896, 0.332, 0.810], [1.698, -0.535, 1.915], [4.238, 3.013, -1.927], [3.824, -2.564, 0.195], [-3.590, -2.201, 1.710]]}